1.
A 2-piece molecular cluster, C6H6BrNO2 overall in a non-equilibrium geometry. Source: the OMol25 dataset; level of theory: ωB97M-V/def2-TZVPD.

Energy relative to the best compared isomer or geometry (same formula, charge and spin)   5.133 eV
Total charge   0
HOMO-LUMO gap (spin up / spin down)   6.25 / 6.25 eV
E_LUMO (spin up / spin down)   -1.2 / -1.2 eV

```
16
Properties=species:S:1:pos:R:3:mulliken_charge:R:1
C 1.1694 1.7736 1.8654 -0.56
C 0.2288 0.9366 1.2169 -0.16
C 2.3643 1.6609 1.1704 -0.21
C 0.9414 0.3020 0.2041 0.51
C 0.5467 -0.7959 -0.5393 -0.71
C -2.1779 -1.8195 -1.4444 -0.05
N -2.0092 0.1227 -0.3255 -0.25
O 2.2913 0.8341 0.1051 -0.31
O -2.5822 -0.4815 -1.2709 -0.16
Br 1.7976 -1.5433 -1.7311 -0.09
H 1.0011 2.4239 2.7480 0.35
H -0.8090 0.7023 1.3541 0.57
H 3.3067 2.1053 1.2820 0.50
H -2.8121 -2.4820 -0.9156 0.27
H -1.0672 -1.7999 -1.1771 0.05
H -2.1897 -1.9394 -2.5420 0.25
```

***

2.
A 2-piece molecular cluster, C6H6BrNO2 overall in a non-equilibrium geometry. Source: the OMol25 dataset; level of theory: ωB97M-V/def2-TZVPD.

Energy relative to the best compared isomer or geometry (same formula, charge and spin)   2.559 eV
Total charge   0
HOMO-LUMO gap   8.77 eV
SMILES   [O-][N+]#CBr.C=C/C=C/C=O
E_LUMO   -0.5 eV

```
16
Properties=species:S:1:pos:R:3:mulliken_charge:R:1
O -0.9249 2.0069 -0.2673 -0.58
N -1.9194 1.4262 0.0277 0.49
C -2.6900 0.5645 0.2551 0.11
Br -4.4945 0.1494 0.2839 0.02
C 2.9274 0.9293 0.3085 -0.72
C 1.9064 0.3840 -0.3149 -0.30
C 0.7339 -0.2436 0.1911 -0.02
C -0.2310 -0.7926 -0.6250 -0.15
C -1.1584 -1.7230 0.0728 -0.14
O -2.1464 -2.2982 -0.3249 -0.49
H 3.8139 1.0500 -0.2872 0.27
H 2.7208 1.3192 1.3458 0.24
H 1.9805 0.1858 -1.3155 0.34
H 0.7853 -0.3535 1.1971 0.41
H -0.5085 -0.6830 -1.7183 0.29
H -0.7949 -1.9214 1.1710 0.21
```

***

3.
C6H6BrNO3 as an isolated structure in a non-equilibrium geometry. Source: the OMol25 dataset; level of theory: ωB97M-V/def2-TZVPD.

Spin multiplicity   3
Total charge   0
HOMO-LUMO gap (spin up / spin down)   6.58 / 4.86 eV
⟨S²⟩   2.03
E_LUMO (spin up / spin down)   -0.1 / -4.3 eV

```
17
Properties=species:S:1:pos:R:3:lowdin_spin:R:1
C 0.8018 1.5340 -0.8833 0.01
C 0.3432 1.6840 0.5510 0.18
C 0.4616 0.5066 -1.6689 0.11
C -0.3754 0.7096 1.1676 0.00
C -0.2844 -1.0152 -0.5919 0.03
C -1.0305 -0.4425 0.5144 0.37
N 1.0492 -1.5438 -0.2274 0.02
O 1.4217 -2.4021 -1.0167 0.01
O 1.7027 -1.2184 0.7555 0.00
O -1.2926 -1.4567 1.4151 0.14
Br -3.0336 0.0578 -0.2874 1.13
H 1.3733 2.3479 -1.4001 0.00
H 0.6735 2.5916 1.0832 0.01
H 0.8549 0.3830 -2.7384 0.00
H -0.6159 0.8599 2.1538 -0.01
H -0.8562 -1.5241 -1.2229 0.00
H -1.1933 -1.0715 2.3965 0.00
```

***

4.
One molecule with the formula C6H6BrNO3S in a non-equilibrium geometry. Source: the OMol25 dataset; level of theory: ωB97M-V/def2-TZVPD.

Energy relative to the best compared isomer or geometry (same formula, charge and spin)   3.398 eV
Total charge   0
HOMO-LUMO gap (spin up / spin down)   6.13 / 6.84 eV
E_LUMO (spin up / spin down)   -2.3 / -2.1 eV

```
18
Properties=species:S:1:pos:R:3:mulliken_charge:R:1
C -0.5021 -0.7517 -0.0216 -0.35
C 0.6423 0.0013 -0.3721 0.45
C 2.0841 -0.4384 -0.3435 0.49
C -1.8312 -0.4905 -0.3433 -0.24
C -0.9779 2.1740 -0.6481 -0.48
C 2.3271 -1.7730 0.4001 -0.97
N -1.6903 1.9899 0.5665 1.00
O -2.6903 2.6803 0.6332 -0.64
O 2.9923 0.2642 -0.7343 -0.56
O -1.3823 1.0767 1.3440 -0.51
S 0.6292 1.6456 -0.8876 0.00
Br -2.9966 -1.8894 0.1595 -0.13
H -0.2718 -1.4887 0.7381 0.31
H -2.1703 0.2662 -1.1490 0.40
H -1.4113 2.9869 -1.3066 0.38
H 2.6877 -1.5312 1.4875 0.27
H 3.2180 -2.4771 0.0240 0.31
H 1.3436 -2.2451 0.4531 0.27
```

***

5.
C6H6Cl2InO4Tl as an isolated structure in a non-equilibrium geometry. Source: the OMol25 dataset; level of theory: ωB97M-V/def2-TZVPD.

Energy relative to the best compared isomer or geometry (same formula, charge and spin)   1.486 eV
Total charge   +4
HOMO-LUMO gap   5.16 eV
E_LUMO   -19.6 eV

```
20
Properties=species:S:1:pos:R:3:mulliken_charge:R:1
Tl -2.6147 -0.9807 -2.6485 1.36
In -0.7413 -0.0730 -0.4959 1.71
Cl -1.1126 1.3298 -2.5075 -0.14
Cl -0.4689 -2.4758 -2.0003 -0.12
C -0.2850 -1.6157 1.1724 0.24
C -4.3026 0.2323 -3.0958 0.29
C -3.7806 -2.7372 -2.6824 0.28
O 0.1531 -2.1526 2.0755 0.06
O -5.2597 0.8280 -3.3431 0.08
O -4.4709 -3.6621 -2.7191 0.06
C 3.2674 0.5471 0.9583 -1.01
C 1.9123 0.9520 1.3532 0.78
C 1.5503 1.8207 2.4820 -1.01
O 0.9766 0.5353 0.6083 -0.79
H 3.9640 1.0185 1.6266 0.39
H 3.4588 0.8611 -0.0698 0.36
H 3.3749 -0.5388 1.0102 0.36
H 0.9991 2.6898 2.1174 0.36
H 0.9189 1.2859 3.1953 0.36
H 2.4608 2.1355 2.9631 0.38
```

***

6.
One molecule with the formula C6H6Cl2N2O3 in a non-equilibrium geometry. Source: the OMol25 dataset; level of theory: ωB97M-V/def2-TZVPD.

Energy relative to the best compared isomer or geometry (same formula, charge and spin)   0.000 eV
Total charge   0
HOMO-LUMO gap   9.61 eV
SMILES   Cc1noc(C(Cl)(Cl)[N+](=O)[O-])c1C
E_LUMO   -0.3 eV

```
19
Properties=species:S:1:pos:R:3:mulliken_charge:R:1
C 1.1226 -1.4431 -0.0447 -1.36
C -0.4091 -1.4033 -0.0821 0.32
N -1.1739 -2.4578 -0.1606 -0.65
O -2.4591 -2.1372 -0.0828 -0.14
C -2.5227 -0.7614 0.0985 -0.41
C -3.8435 -0.0779 0.1760 0.65
Cl -5.1697 -1.1204 -0.2357 -0.13
Cl -4.2018 0.6554 1.6817 -0.10
N -3.9480 1.0094 -0.9001 0.88
O -3.3005 0.8502 -1.8908 -0.51
O -4.7672 1.8646 -0.7108 -0.57
C -1.2566 -0.2409 -0.0115 1.32
C -0.8652 1.1287 0.1239 -1.40
H 1.3345 -1.4183 1.0036 0.34
H 1.3337 -2.4223 -0.2495 0.45
H 1.4957 -0.7864 -0.7989 0.39
H 0.0506 1.3669 -0.5969 0.26
H -1.5443 1.9545 -0.0930 0.38
H -0.4410 1.4078 1.1234 0.27
```

***

Number 1: calculated total energy -81938.067 eV. Number 2: calculated total energy -81940.641 eV. Number 3: calculated total energy -83984.087 eV. Number 4: calculated total energy -94822.412 eV. Number 5: calculated total energy -49366.228 eV. Number 6: calculated total energy -40481.511 eV.